Version i
DFT (ωB97M-V/def2-TZVPD) results for an isolated ion of composition C5H10NO and charge +1.

Element x y z (Å)
O -1.0070 -1.0737 -1.9444
C -0.2191 -0.1202 -1.8716
C 0.5017 -0.1503 -0.5606
C -0.3747 -0.2877 0.6196
C -1.3961 0.8600 0.9692
C -0.7078 1.7843 1.7178
N 1.3999 -1.3422 -0.6055
H -0.2513 0.6716 -2.6396
H 1.1406 0.7481 -0.4974
H -1.0308 -1.2093 0.5709
H 0.2420 -0.4368 1.5458
H -2.0891 1.2145 0.1976
H -0.2734 1.4063 2.6120
H -0.8031 2.8738 1.6839
H 0.7899 -2.1239 -0.5371
H 2.0328 -1.3019 -1.4581
H 2.0456 -1.5126 0.1973

Computed properties:
E_HOMO: -13.179 eV
Charge: +1

Version ii
DFT (ωB97M-V/def2-TZVPD) results for a 2-piece molecular cluster, C5H10NO overall.

Element x y z (Å)
O -1.9217 -0.2595 -0.6332
C -0.7612 -0.5765 -0.6926
C 0.3683 0.3235 -0.6155
C 1.7080 -0.2373 -0.8526
C 2.5146 -0.0922 0.4409
C 3.6596 0.5799 0.4473
N -4.9899 0.1241 0.6915
H -0.4828 -1.6296 -0.8368
H 0.3360 1.3825 -0.3701
H 1.6273 -1.2628 -1.1951
H 2.1679 0.4118 -1.6095
H 2.1831 -0.5995 1.3368
H 3.9984 1.1295 -0.4169
H 4.2980 0.6759 1.3104
H -5.7993 -0.3434 1.0859
H -4.6963 0.8874 1.2846
H -4.2102 -0.5139 0.6249

Computed properties:
E_HOMO: -12.178 eV
Charge: +1

Version iii
DFT (ωB97M-V/def2-TZVPD) results for an isolated ion of composition C5H10NO and charge +1.

Element x y z (Å)
C -0.1864 1.3894 0.1741
C -0.5650 1.4598 1.4299
C -0.2485 -0.7783 1.2504
C 0.0218 -0.0543 -0.1904
C 1.3939 -0.3447 -0.6589
N -0.9234 -0.5404 -1.2756
O -0.5310 0.2836 2.1142
H -0.0399 2.1989 -0.4786
H -0.7927 2.3636 1.9958
H -0.9512 -1.5451 1.1519
H 0.6461 -1.1836 1.6311
H 1.8112 0.3924 -1.3732
H 1.5673 -1.2570 -1.3047
H 2.1661 -0.4235 0.1588
H -0.2600 -0.8114 -1.9655
H -1.6373 0.2360 -1.5901
H -1.4711 -1.3852 -1.0691

Computed properties:
E_HOMO: -13.398 eV
Charge: +1

What should be chosen as the least stable of them? Choose version ii.

Version i
DFT (ωB97M-V/def2-TZVPD) results for an isolated ion of composition C5H10NO and charge +1.

Element x y z (Å)
C 0.0283 -1.2827 0.2638
C 0.8988 -0.6955 1.1343
C 1.3406 1.7424 0.9815
C 0.1620 2.4854 0.5664
C -1.3947 -1.9950 -1.6470
N -0.3469 -1.1862 -1.0141
O 1.6146 0.4949 1.0873
H -0.1950 -2.2288 0.6691
H 1.1403 -1.2248 2.0941
H 2.2047 2.3440 1.3536
H -0.3015 2.2806 -0.4307
H 0.4688 3.5410 0.5879
H -0.6033 2.4293 1.3558
H -2.1342 -1.2133 -2.1606
H -0.9981 -2.5800 -2.4405
H -1.8661 -2.5853 -0.8896
H -0.0184 -0.3259 -1.5112

Computed properties:
E_HOMO (alpha / beta): -12.520 / -12.520 eV
Charge: +1

Version ii
DFT (ωB97M-V/def2-TZVPD) results for a 2-piece molecular cluster, C5H10NO overall.

Element x y z (Å)
C 2.3558 -0.9770 -0.0898
C 1.4377 -0.1209 0.2493
C -1.8768 -0.9814 0.4938
C -1.3841 -0.6281 -0.7935
C 0.4673 0.6480 -0.4907
N -0.1664 1.6872 0.3079
O -2.2521 0.2323 -0.1919
H 2.9026 -1.6121 0.6598
H 2.5595 -1.1397 -1.1575
H 1.4778 -0.0434 1.4116
H -2.6204 -1.7345 0.4477
H -1.1782 -0.8732 1.2638
H -1.3220 -1.1138 -1.8036
H 0.5664 0.8515 -1.6007
H -1.2690 1.5638 0.3595
H -0.0279 2.5711 -0.2727
H 0.3297 1.6701 1.2070

Computed properties:
E_HOMO: -12.706 eV
Charge: +1

What should be chosen as the least stable of them? Choose version ii.

Version i
DFT (ωB97M-V/def2-TZVPD) results for a 2-piece molecular cluster, C5H10NO overall.

Element x y z (Å)
O 0.4516 -1.6388 -0.4340
C 1.1327 -0.9017 -1.1011
C 1.5339 0.4963 -0.7015
C 0.7332 0.8634 0.6083
C -0.7092 0.4666 0.5701
C -1.5012 0.4454 -0.6393
N -1.2264 0.0589 1.7479
H 1.3157 -1.1958 -2.1389
H 2.5330 0.6409 -0.2843
H 1.2898 1.0508 -1.6087
H 1.0195 1.8723 0.9390
H 1.1254 0.1943 1.3714
H -2.0040 -0.4943 -0.8252
H -1.0861 1.0611 -1.4170
H -3.0919 1.0502 -1.4606
H -2.2098 -0.2040 1.7012
H -1.1521 0.8455 2.3970

Computed properties:
E_HOMO: -14.244 eV
Charge: +1

Version ii
DFT (ωB97M-V/def2-TZVPD) results for C5H10NO as an isolated structure.

Element x y z (Å)
C 2.6821 -0.2671 -0.9502
C 1.2295 0.8251 0.9719
C 0.5126 -0.3212 0.4874
C -2.3963 -0.6047 0.2894
C -1.2357 -0.1465 -0.5607
N 1.7413 -0.0184 -0.0984
O -1.1713 1.1276 -0.9440
H 2.6769 -0.9384 -1.7801
H 3.5337 0.3549 -0.8543
H 0.9305 1.8826 0.5921
H 1.6317 0.8081 1.9674
H 0.5474 -1.2442 1.0514
H -2.0930 -1.0440 1.2578
H -2.9317 -1.4813 -0.1999
H -3.0727 0.2510 0.4214
H -1.0090 -0.8772 -1.3366
H -1.5759 1.6934 -0.3144

Computed properties:
E_HOMO: -13.587 eV
Charge: +1

Version iii
DFT (ωB97M-V/def2-TZVPD) results for an isolated ion of composition C5H10NO and charge +1.

Element x y z (Å)
C -1.1152 -0.6191 0.0992
C -1.4603 0.6131 0.8281
C -0.2074 1.4916 0.6325
C 0.8557 0.5280 0.0501
C 0.6221 -1.7945 -0.9407
N 0.1127 -0.7223 -0.2406
O 1.3415 0.9239 -1.2035
H -1.8478 -1.2676 -0.1202
H -2.3966 1.2469 0.5160
H -1.6628 0.3090 2.0152
H -0.3137 2.1566 -0.0964
H 0.1657 2.0106 1.6373
H 1.8501 0.3920 0.5764
H 1.7993 -1.9033 -0.8826
H 0.2013 -1.8199 -1.8821
H 0.2799 -2.7113 -0.6561
H 2.2630 0.8909 -1.3632

Computed properties:
E_HOMO: -15.527 eV
Charge: +1

What should be chosen as the least stable of them? Choose version i.